# 1
Density functional theory data (ωB97M-V/def2-TZVPD) for an isolated ion of composition C6H12N4O and charge +2 in a non-equilibrium geometry.

As for the max |F|: 0.136 hartree/bohr. The gap between HOMO and LUMO (alpha / beta) is 7.28 / 6.57 eV. The spin multiplicity is 3. For the lowest unoccupied orbital energy (alpha / beta), the calculation gives -7.4 / -12.1 eV. For the HOMO energy (alpha / beta), the calculation gives -0.5404 / -0.6848 Eh. The expectation value of S² is 2.012. Its total charge is +2.

Bonds (Å) are listed after each position.
Geometry (Å):
1 C 1.834 2.514 0.584  C2 1.347, C3 1.402, H12 1.160
2 C 1.043 2.564 -0.506  C1 1.347, C4 1.418, H13 1.079
3 C 2.060 1.286 1.220  C1 1.402, N7 1.298, H14 1.040
4 C 0.292 1.424 -0.890  C2 1.418, N8 1.327, N9 1.333
5 C -1.531 -0.886 0.730  C6 1.422, H15 1.016, H16 1.036, H17 1.048
6 C -0.497 -1.100 -0.223  C5 1.422, N8 1.752, N10 1.577, O11 1.311
7 N 1.532 0.194 0.760  C3 1.298, N8 1.400
8 N 0.561 0.296 -0.244  C4 1.327, C6 1.752, N7 1.400
9 N -0.605 1.307 -1.869  C4 1.333, H18 1.050, H19 0.966
10 N 0.536 -2.092 0.438  C6 1.577, H20 1.086, H21 1.060, H22 1.061
11 O -0.834 -1.491 -1.428  C6 1.311, H23 0.964
12 H 2.248 3.475 1.085  C1 1.160
13 H 0.921 3.564 -0.890  C2 1.079
14 H 2.719 1.103 2.005  C3 1.040
15 H -1.878 -1.828 0.888  C5 1.016
16 H -2.251 -0.152 0.602  C5 1.036
17 H -1.184 -0.688 1.699  C5 1.048
18 H -0.823 2.181 -2.407  N9 1.050
19 H -1.442 0.827 -1.924  N9 0.966
20 H 1.439 -1.514 0.615  N10 1.086
21 H 0.381 -2.526 1.393  N10 1.060
22 H 0.718 -2.995 -0.089  N10 1.061
23 H -0.166 -1.510 -2.122  O11 0.964

---

# 2
Density functional theory data (ωB97M-V/def2-TZVPD) for a 2-piece molecular cluster, C6H12N4O2 overall in a non-equilibrium geometry.

As for the max |F|: 0.084 hartree/bohr. The gap between HOMO and LUMO is 7.61 eV. The spin multiplicity is 1. For the lowest unoccupied orbital energy, the calculation gives 0.5 eV. For the HOMO energy, the calculation gives -0.2598 Eh. The energy relative to the best compared isomer or geometry (same formula, charge and spin) is 127.6 kcal per mole. Its total charge is 0.

Bonds (Å) are listed after each position.
Geometry (Å):
1 C -1.733 -0.318 0.705  C2 1.364, C3 1.402, H13 1.097
2 C -1.056 0.819 0.375  C1 1.364, C4 1.465, N7 1.441
3 C -0.941 -1.434 0.401  C1 1.402, N8 1.421, N9 1.354
4 C -1.436 2.208 0.641  C2 1.465, H14 1.170, H15 1.011, H16 1.035
5 C 1.097 1.256 -0.989  N7 1.422, H17 1.217, H18 1.127, H19 1.091
6 C 1.600 -1.484 -0.165  N8 1.500, H20 1.109, H21 1.079, H22 1.087
7 N 0.182 0.447 -0.261  C2 1.441, C5 1.422, N8 1.428
8 N 0.196 -0.979 -0.321  C3 1.421, C6 1.500, N7 1.428
9 N -1.346 -2.719 0.266  C3 1.354, H23 0.978, H24 0.973
10 N 0.141 -1.670 2.412  O11 1.273, O12 1.276
11 O 0.836 -0.610 2.531  N10 1.273
12 O 0.237 -2.728 3.120  N10 1.276
13 H -2.480 -0.295 1.507  C1 1.097
14 H -2.210 2.157 1.517  C4 1.170
15 H -1.919 2.587 -0.162  C4 1.011
16 H -0.552 2.725 0.789  C4 1.035
17 H 2.014 1.698 -0.324  C5 1.217
18 H 1.554 0.749 -1.887  C5 1.127
19 H 0.344 2.030 -1.152  C5 1.091
20 H 2.071 -1.058 0.744  C6 1.109
21 H 1.515 -2.560 -0.170  C6 1.079
22 H 2.147 -1.109 -1.026  C6 1.087
23 H -0.630 -3.358 0.453  N9 0.978
24 H -2.257 -2.930 0.535  N9 0.973

---

# 3
Density functional theory data (ωB97M-V/def2-TZVPD) for an isolated ion of composition C6H12NO and charge +1 in a non-equilibrium geometry.

As for the max |F|: 0.106 hartree/bohr. The gap between HOMO and LUMO (alpha / beta) is 8.42 / 8.42 eV. The spin multiplicity is 1. For the lowest unoccupied orbital energy (alpha / beta), the calculation gives -5.4 / -5.4 eV. For the HOMO energy (alpha / beta), the calculation gives -0.5066 / -0.5066 Eh. The energy relative to the best compared isomer or geometry (same formula, charge and spin) is 120.4 kcal per mole. Its total charge is +1.

Bonds (Å) are listed after each position.
Geometry (Å):
1 C -1.377 0.551 -1.063  O8 1.242, H9 1.079
2 C -0.951 -0.344 1.187  C3 1.461, N7 1.342, H10 1.082, H11 1.045
3 C -2.360 -0.096 0.889  C2 1.461, O8 1.492, H12 1.123, H13 1.093
4 C 1.590 0.977 0.392  C6 1.576, H14 1.153, H15 1.132, H16 1.079
5 C 1.617 -0.754 -1.453  C6 1.561, H17 1.078, H18 1.053, H19 1.025
6 C 1.094 -0.463 -0.012  C4 1.576, C5 1.561, N7 1.350, H20 1.138
7 N -0.232 -0.688 0.108  C2 1.342, C6 1.350
8 O -2.408 0.684 -0.383  C1 1.242, C3 1.492
9 H -1.312 1.082 -2.000  C1 1.079
10 H -0.694 0.529 1.772  C2 1.082
11 H -1.010 -1.174 1.820  C2 1.045
12 H -2.845 -1.025 0.485  C3 1.123
13 H -2.980 0.422 1.625  C3 1.093
14 H 0.852 1.797 0.056  C4 1.153
15 H 1.610 0.976 1.524  C4 1.132
16 H 2.479 0.963 -0.220  C4 1.079
17 H 1.563 0.144 -2.048  C5 1.078
18 H 0.981 -1.428 -1.953  C5 1.053
19 H 2.561 -1.149 -1.399  C5 1.025
20 H 1.822 -1.005 0.674  C6 1.138

---

The lowest total charge belongs to which entry? C6H12N4O2